{
  "formula": "C5H10N2O",
  "method": "ωB97M-V/def2-TZVPD",
  "total_energy_ev": -10369.781,
  "total_charge": 0,
  "e_above_lowest_ev": 5.5240,
  "species": ["C", "C", "C", "N", "C", "C", "O", "N", "H", "H", "H", "H", "H", "H", "H", "H", "H", "H"],
  "positions_angstrom": [[-0.065, -1.423, 0.652], [-1.612, 1.216, -0.885], [-1.802, -0.089, -0.215], [1.166, -1.843, 0.534], [1.515, 0.946, 0.616], [2.235, 0.757, -0.520], [-0.587, -0.826, -0.393], [-2.676, -0.574, 0.541], [-0.734, -1.796, 1.424], [1.561, -2.362, 1.306], [1.801, -1.102, 0.071], [-3.482, 0.040, 0.622], [2.184, 1.186, 1.461], [-1.491, 1.062, -1.960], [-2.441, 1.892, -0.681], [-0.639, 1.604, -0.506], [3.330, 0.789, -0.598], [1.737, 0.523, -1.468]]
}